# 1
The following is a DFT calculation (the ωB97M-V functional and the def2-TZVPD basis) of a molecular structure, C6H14O3.

Each line ends with the Löwdin charge.
Geometry (Å):
C  -0.63771  -1.15844  -0.15063  -0.463
C  -1.24494  -1.03013  1.22412  -0.014
C  -1.56474  -1.18203  -1.32952  -0.017
C  -1.00164  2.17645  0.00515  -0.062
C  -0.02883  1.12664  -0.51549  -0.373
O  0.48240  -1.76416  -0.28906  0.014
O  0.49643  1.25576  -1.60259  0.014
H  1.27588  -1.17530  0.40871  0.064
H  -1.00138  -1.02370  -2.24629  0.094
H  -2.02916  -2.17458  -1.37255  0.101
H  -1.74495  -1.98094  1.45024  0.101
H  -1.99039  -0.23914  1.27225  0.078
H  -0.48332  -0.86446  1.98365  0.089
H  -2.35962  -0.44204  -1.24524  0.085
H  -2.01732  1.77009  -0.01957  0.063
H  -0.78181  2.41554  1.04869  0.074
H  -0.96734  3.07956  -0.60850  0.074
C  2.99851  0.18261  0.27532  -0.090
O  1.76597  -0.19757  0.90913  -0.174
H  0.89282  0.38541  0.42811  0.079
H  3.76881  -0.53314  0.56370  0.086
H  2.88708  0.19691  -0.81072  0.087
H  3.28524  1.17663  0.62109  0.087

Values from the calculation:
2S+1 = 1
Charge = 0
E_HOMO (spin up / spin down) = -7.375 / -7.376 eV
E_tot = -12588.305 eV
Molar mass = 134.18 g/mol

# 2
The following is a DFT calculation (the ωB97M-V functional and the def2-TZVPD basis) of 2 unconnected molecules or ions with the total composition C6H14O3S2Si at a distorted geometry.

Each line ends with the Mulliken spin population.
Geometry (Å):
C  2.53628  0.44336  0.48036  0.518
C  -0.14278  -1.51627  -1.66584  0.005
C  -2.94847  -0.25160  2.04667  0.023
C  -0.84653  2.89389  -0.65143  0.001
C  4.28675  -1.20269  -0.81700  0.042
C  0.39022  0.45975  1.47101  0.885
O  -0.92708  -1.10948  -0.62227  0.005
O  -2.36691  0.46264  0.97398  0.018
O  -0.92911  1.49499  -0.88047  0.007
Si  -0.96675  0.28900  0.14196  0.012
S  3.46139  1.78524  0.29125  0.445
S  2.78582  -1.20278  0.23703  0.022
H  -0.59548  -2.41544  -2.01295  -0.001
H  0.81928  -1.66819  -1.35906  0.000
H  -0.19575  -0.76653  -2.43392  -0.001
H  -2.42751  -0.43909  2.94089  -0.021
H  -3.30051  -1.16228  1.62202  0.000
H  -3.95460  0.14167  2.21138  0.000
H  0.14733  3.21935  -0.95056  -0.001
H  -1.12370  2.99771  0.41298  0.002
H  -1.57394  3.27734  -1.30827  0.001
H  4.77598  -2.29282  -0.71856  0.009
H  4.90190  -0.37246  -0.50555  0.003
H  3.86739  -1.12307  -1.85038  -0.002
H  0.91908  -0.33106  1.90377  0.039
H  0.40896  1.32961  2.12927  -0.012

Values from the calculation:
2S+1 = 3
Charge = 0
E_HOMO (spin up / spin down) = -6.437 / -9.429 eV
E_tot = -42136.971 eV
Molar mass = 226.40 g/mol

# 3
The following is a DFT calculation (the ωB97M-V functional and the def2-TZVPD basis) of a gas-phase ion, C6H14O7PS (charge -1) at a distorted geometry.

Each line ends with the Löwdin charge.
Geometry (Å):
C  -2.49273  -1.66059  -2.24327  -0.094
C  -0.97481  -1.88450  -2.00811  -0.310
O  -0.18309  -0.69166  -2.03728  -0.228
P  -0.32191  0.18967  -0.61436  0.597
O  -1.61625  0.88758  -0.68185  -0.257
C  1.17309  1.27177  -0.47968  -0.197
C  0.91864  2.80830  -0.52969  -0.280
O  -0.14114  3.29898  0.28476  -0.260
S  0.04692  2.89089  1.88550  0.430
O  -0.38286  4.08309  2.61980  -0.369
O  -0.86759  1.79017  2.13545  -0.333
O  1.49444  2.61599  2.18898  -0.387
O  -0.35329  -0.78419  0.71308  -0.210
C  0.79487  -1.62505  0.84170  -0.311
C  1.04061  -1.91009  2.35653  -0.066
H  -2.73355  -0.94693  -3.04916  0.079
H  -3.02943  -2.62507  -2.38947  0.072
H  -2.91226  -1.23830  -1.30404  0.069
H  -0.86239  -2.49305  -1.09098  0.092
H  -0.60825  -2.52240  -2.84555  0.112
H  1.73964  0.95822  0.41629  0.075
H  1.81869  1.02349  -1.35641  0.097
H  0.82636  3.17680  -1.57147  0.121
H  1.84883  3.28451  -0.13700  0.114
H  0.67230  -2.61406  0.34401  0.104
H  1.73627  -1.19168  0.44567  0.108
H  0.08938  -2.17047  2.85129  0.080
H  1.59639  -1.09951  2.85579  0.080
H  1.68311  -2.82189  2.39946  0.070

Values from the calculation:
2S+1 = 1
Charge = -1
E_HOMO = -4.965 eV
E_tot = -40908.665 eV
Molar mass = 261.21 g/mol

# 4
The following is a DFT calculation (the ωB97M-V functional and the def2-TZVPD basis) of 6 unconnected molecules or ions with the total composition C6H14O9 at a distorted geometry.

Each line ends with the Löwdin charge.
Geometry (Å):
O  3.32762  2.01355  -4.20502  0.112
C  2.78774  1.74736  -3.13926  -0.320
C  3.32181  2.07822  -1.83744  0.062
C  2.63320  1.90845  -0.69084  -0.178
O  3.25098  2.16565  0.51600  0.085
C  1.21288  1.37153  -0.59656  -0.279
O  0.47869  1.26682  0.38362  0.109
C  0.72285  0.92810  -1.93733  0.078
C  1.40202  1.14850  -3.08982  -0.223
O  0.92052  0.66875  -4.24579  0.100
H  4.31587  2.50000  -1.81884  0.137
H  2.62250  1.97958  1.21742  0.103
H  -0.23207  0.42751  -2.00011  0.103
H  1.59904  0.71727  -4.92318  0.110
O  -1.79912  -1.12412  5.02577  -0.042
H  -1.73319  -0.82764  4.11804  0.000
H  -1.13408  -1.80814  5.10372  0.035
O  0.18690  -2.08765  0.97056  -0.039
H  1.05728  -2.44011  1.15610  0.045
H  -0.39997  -2.83867  1.05885  0.048
O  -3.89926  -2.60571  3.01080  -0.062
H  -4.07614  -2.80721  3.92968  0.026
H  -3.49781  -1.73694  3.02860  -0.014
O  -2.09291  -0.25063  1.75536  -0.042
H  -2.14544  0.08926  0.86208  0.013
H  -1.29753  -0.78313  1.76313  -0.008
O  -2.57711  -0.35112  -1.48647  -0.038
H  -2.98825  -0.26720  -2.34680  0.043
H  -1.96696  -1.08239  -1.58238  0.035

Values from the calculation:
2S+1 = 1
Charge = 0
E_HOMO = -9.741 eV
E_tot = -24875.711 eV
Molar mass = 230.17 g/mol

# 5
The following is a DFT calculation (the ωB97M-V functional and the def2-TZVPD basis) of a gas-phase ion, C6H14P (charge +1) at a distorted geometry.

Each line ends with the Mulliken spin population.
Geometry (Å):
C  -1.85895  0.89754  1.34651  0.909
C  -1.26758  0.36384  -0.18759  0.776
C  -2.22656  -0.03335  -1.25596  -0.005
C  0.77102  -1.64182  0.80557  0.047
C  1.48053  -0.13996  -1.48825  0.016
C  1.43062  1.14334  1.02135  0.028
P  0.52340  -0.02636  -0.03929  0.060
H  -1.04073  1.03796  2.03203  0.044
H  -2.92795  1.06269  1.60085  0.010
H  -2.95594  -0.89499  -1.07394  0.060
H  -1.58212  -0.32579  -1.97739  0.000
H  -2.83201  0.86047  -1.50923  0.049
H  1.52822  -1.63509  1.57246  0.008
H  0.76141  -2.52189  0.03144  0.001
H  -0.00730  -2.04313  1.47249  0.006
H  1.74611  0.81708  -1.99093  -0.001
H  0.90532  -0.56945  -2.43927  -0.001
H  2.51404  -0.51407  -1.40591  -0.001
H  0.90431  1.66590  1.78478  -0.003
H  1.78892  1.87941  0.28846  -0.004
H  2.34526  0.61769  1.41182  0.000

Values from the calculation:
2S+1 = 3
Charge = +1
E_HOMO (spin up / spin down) = -11.618 / -15.673 eV
E_tot = -15726.247 eV
Molar mass = 117.15 g/mol

# 6
The following is a DFT calculation (the ωB97M-V functional and the def2-TZVPD basis) of 2 unconnected molecules or ions with the total composition C6H14S at a distorted geometry.

Each line ends with the Löwdin charge.
Geometry (Å):
C  -1.65177  0.81555  -1.60562  -0.419
C  -2.29019  -0.63725  1.25769  -0.242
C  2.06660  -0.60999  -1.40990  -0.136
C  0.73693  0.98397  1.62189  -0.067
C  1.84936  -0.66939  0.09085  -0.264
C  1.09064  0.59795  0.46016  -0.333
S  -1.38643  -0.44626  -0.45816  0.838
H  -1.15490  1.76192  -1.27906  -0.018
H  -2.62804  0.95910  -1.95370  -0.062
H  -1.87877  -1.46913  1.64375  -0.021
H  -1.92964  0.27457  1.75162  0.019
H  2.85838  0.10048  -1.57195  0.063
H  2.38400  -1.52130  -1.93263  0.071
H  1.18625  -0.15902  -1.96797  0.075
H  0.90780  0.42588  2.58870  0.087
H  0.44767  2.01771  1.95852  0.082
H  -3.36367  -0.46192  1.08531  0.046
H  1.16512  -1.49800  0.43020  0.105
H  2.81477  -0.59788  0.64312  0.120
H  1.02802  1.36803  -0.28606  0.094
H  -2.25215  -1.23501  -1.06677  -0.036

Values from the calculation:
2S+1 = 1
Charge = 0
E_HOMO = -7.294 eV
E_tot = -17279.588 eV
Molar mass = 118.24 g/mol

What did the first record say?
The following is a DFT calculation (the ωB97M-V functional and the def2-TZVPD basis) of a molecular structure, C6H14O3.

Each line ends with the Löwdin charge.
Geometry (Å):
C  -0.63771  -1.15844  -0.15063  -0.463
C  -1.24494  -1.03013  1.22412  -0.014
C  -1.56474  -1.18203  -1.32952  -0.017
C  -1.00164  2.17645  0.00515  -0.062
C  -0.02883  1.12664  -0.51549  -0.373
O  0.48240  -1.76416  -0.28906  0.014
O  0.49643  1.25576  -1.60259  0.014
H  1.27588  -1.17530  0.40871  0.064
H  -1.00138  -1.02370  -2.24629  0.094
H  -2.02916  -2.17458  -1.37255  0.101
H  -1.74495  -1.98094  1.45024  0.101
H  -1.99039  -0.23914  1.27225  0.078
H  -0.48332  -0.86446  1.98365  0.089
H  -2.35962  -0.44204  -1.24524  0.085
H  -2.01732  1.77009  -0.01957  0.063
H  -0.78181  2.41554  1.04869  0.074
H  -0.96734  3.07956  -0.60850  0.074
C  2.99851  0.18261  0.27532  -0.090
O  1.76597  -0.19757  0.90913  -0.174
H  0.89282  0.38541  0.42811  0.079
H  3.76881  -0.53314  0.56370  0.086
H  2.88708  0.19691  -0.81072  0.087
H  3.28524  1.17663  0.62109  0.087

Values from the calculation:
2S+1 = 1
Charge = 0
E_HOMO (spin up / spin down) = -7.375 / -7.376 eV
E_tot = -12588.305 eV
Molar mass = 134.18 g/mol

Copy entry 5 word for word.
The following is a DFT calculation (the ωB97M-V functional and the def2-TZVPD basis) of a gas-phase ion, C6H14P (charge +1) at a distorted geometry.

Each line ends with the Mulliken spin population.
Geometry (Å):
C  -1.85895  0.89754  1.34651  0.909
C  -1.26758  0.36384  -0.18759  0.776
C  -2.22656  -0.03335  -1.25596  -0.005
C  0.77102  -1.64182  0.80557  0.047
C  1.48053  -0.13996  -1.48825  0.016
C  1.43062  1.14334  1.02135  0.028
P  0.52340  -0.02636  -0.03929  0.060
H  -1.04073  1.03796  2.03203  0.044
H  -2.92795  1.06269  1.60085  0.010
H  -2.95594  -0.89499  -1.07394  0.060
H  -1.58212  -0.32579  -1.97739  0.000
H  -2.83201  0.86047  -1.50923  0.049
H  1.52822  -1.63509  1.57246  0.008
H  0.76141  -2.52189  0.03144  0.001
H  -0.00730  -2.04313  1.47249  0.006
H  1.74611  0.81708  -1.99093  -0.001
H  0.90532  -0.56945  -2.43927  -0.001
H  2.51404  -0.51407  -1.40591  -0.001
H  0.90431  1.66590  1.78478  -0.003
H  1.78892  1.87941  0.28846  -0.004
H  2.34526  0.61769  1.41182  0.000

Values from the calculation:
2S+1 = 3
Charge = +1
E_HOMO (spin up / spin down) = -11.618 / -15.673 eV
E_tot = -15726.247 eV
Molar mass = 117.15 g/mol